No. 1
Density functional theory data (ωB97M-V/def2-TZVPD) for 2 unconnected molecules or ions with the total composition C4H12.

Each line ends with the Mulliken charge.
Element x y z (Å)
C -2.40 0.65 0.00  -0.700
C -1.52 1.86 -0.03  -0.756
H -3.12 0.63 0.94  0.227
H -3.22 0.52 -0.73  0.288
H -1.86 -0.31 0.02  0.170
H -1.97 2.57 -0.72  0.315
H -1.52 2.23 1.01  0.226
H -0.54 1.70 -0.46  0.235
C 1.86 -1.99 -0.26  -0.676
C 2.08 -0.53 0.24  -0.785
H 2.50 -2.28 -1.11  0.241
H 2.10 -2.54 0.66  0.239
H 0.81 -2.24 -0.51  0.225
H 2.73 -0.61 1.14  0.253
H 2.55 0.23 -0.38  0.325
H 1.27 0.11 0.68  0.175

Output
SMILES = CC.CC
Orbital gap = 12.5 eV
Molecular weight = 60.14 g mol⁻¹
Total charge = 0
E_LUMO = 1.13 eV
Max |F| = 3.75 eV Å⁻¹

No. 2
Density functional theory data (ωB97M-V/def2-TZVPD) for a molecular structure, C39H40AgAsCl2N5O7S2.

Each line ends with the Mulliken charge.
Element x y z (Å)
Ag -0.14 0.39 0.28  1.860
O -3.23 3.21 6.39  -0.507
C -2.86 4.06 5.31  -0.671
C -2.24 3.25 4.21  0.404
C -1.76 3.90 3.07  -1.225
C -1.22 3.14 2.05  -1.042
N -1.11 1.82 2.11  1.461
C -1.56 1.19 3.20  -0.175
C -2.14 1.87 4.27  -0.444
C -1.41 -0.29 3.21  0.570
C -1.16 -0.98 4.38  -0.606
C -0.98 -2.36 4.33  0.162
C -0.78 -3.15 5.59  -0.623
O -1.97 -3.21 6.38  -0.583
C -1.05 -2.97 3.09  -0.726
C -1.30 -2.20 1.96  -0.378
N -1.51 -0.89 2.03  -0.407
H -3.62 3.75 7.08  0.299
H -2.13 4.81 5.65  0.323
H -3.73 4.59 4.92  0.311
H -1.82 4.98 2.97  0.421
H -0.85 3.59 1.14  0.425
H -2.52 1.33 5.12  0.681
H -1.06 -0.46 5.33  0.478
H -0.03 -2.68 6.22  0.189
H -0.43 -4.16 5.34  0.310
H -2.70 -3.42 5.78  0.359
H -0.87 -4.04 2.99  0.364
H -1.34 -2.63 0.97  0.430
O 0.21 4.23 -4.25  -0.741
C 1.42 3.66 -4.23  0.555
C 2.34 4.07 -5.20  -0.671
C 3.61 3.51 -5.25  -0.299
C 3.98 2.53 -4.33  -0.838
C 3.07 2.13 -3.37  -0.663
C 1.79 2.67 -3.30  0.580
C 0.86 2.16 -2.24  -0.467
O 1.26 1.24 -1.47  0.078
N -0.35 2.70 -2.26  -0.763
N -1.16 2.28 -1.21  -0.150
C -2.31 1.87 -1.55  0.202
S -3.53 1.42 -0.36  -0.130
C -4.25 0.20 -1.47  -0.450
C -4.39 0.86 -2.83  -0.607
S -2.81 1.66 -3.24  -0.094
H -0.31 3.81 -3.50  0.523
H 2.03 4.83 -5.91  0.426
H 4.31 3.84 -6.00  0.341
H 4.97 2.10 -4.36  0.421
H 3.32 1.37 -2.64  0.322
H -5.22 -0.10 -1.07  0.507
H -3.57 -0.66 -1.51  -0.008
H -5.19 1.60 -2.83  0.357
H -4.59 0.12 -3.61  0.377
C -0.51 -3.55 -3.06  -1.288
As -0.08 -1.76 -2.45  0.718
C 1.74 -1.88 -1.85  -0.564
C -0.08 -0.71 -4.05  -0.723
O -1.21 -1.28 -1.35  -0.761
H 0.20 -3.88 -3.81  0.411
H -1.52 -3.54 -3.47  0.373
H -0.48 -4.22 -2.20  0.345
H 2.33 -2.32 -2.65  0.547
H 1.80 -2.48 -0.94  0.172
H 2.08 -0.86 -1.63  -0.123
H 0.71 -1.06 -4.72  0.421
H 0.09 0.33 -3.80  -0.150
H -1.05 -0.80 -4.54  0.336
Cl 2.62 -2.35 5.09  -0.141
C 3.90 -2.89 4.04  0.741
C 3.88 -4.20 3.62  -0.716
C 4.89 -4.70 2.83  -0.468
C 5.93 -3.87 2.46  -0.726
C 5.93 -2.55 2.86  0.946
Cl 7.25 -1.53 2.34  -0.269
C 4.91 -2.00 3.65  -0.851
N 4.98 -0.67 4.06  -0.104
C 3.85 0.23 4.00  -0.289
C 3.51 0.89 5.18  -0.461
C 2.46 1.80 5.20  -0.835
C 1.75 2.04 4.04  -0.593
C 2.10 1.39 2.87  -0.272
C 3.15 0.47 2.82  0.548
C 3.47 -0.20 1.51  -0.522
C 2.58 -1.44 1.23  0.050
O 3.14 -2.51 0.96  -0.757
O 1.33 -1.23 1.28  -0.080
H 3.05 -4.83 3.93  0.384
H 4.87 -5.73 2.49  0.361
H 6.74 -4.23 1.83  0.389
H 5.82 -0.23 3.72  0.403
H 4.07 0.66 6.07  0.442
H 2.21 2.30 6.13  0.385
H 0.93 2.75 4.03  0.431
H 1.56 1.59 1.95  0.337
H 4.52 -0.50 1.46  0.379
H 3.28 0.51 0.70  0.105

Output
Orbital gap = 7.2 eV
Molecular weight = 1008.61 g mol⁻¹
Total charge = -1
E_LUMO = 1.99 eV
Max |F| = 0.13 eV Å⁻¹

No. 3
Density functional theory data (ωB97M-V/def2-TZVPD) for 2 unconnected molecules or ions with the total composition C5H3O5S.

Each line ends with the Mulliken charge.
Element x y z (Å)
C -1.57 0.11 1.02  -0.353
C -0.51 -0.58 0.51  0.379
C -0.05 -1.94 0.72  0.402
C 0.03 3.00 -0.92  0.758
C 1.44 -0.96 -0.66  -0.127
O 1.05 -2.17 -0.07  -0.353
O 0.74 2.74 -0.09  -0.323
O -0.41 -2.80 1.53  -0.680
O -0.65 3.31 -1.83  -0.473
O 0.32 -0.02 -0.48  -0.395
S -2.18 1.54 0.73  -0.566
H -2.13 -0.58 1.58  0.313
H 1.48 -1.08 -1.76  0.212
H 2.43 -0.57 -0.29  0.209

Output
Orbital gap = 6.5 eV
Molecular weight = 175.14 g mol⁻¹
Total charge = -1
E_LUMO = 3.35 eV
Max |F| = 4.58 eV Å⁻¹

Calculated electronic energy (eV), listed in the same order as above: -4341.571, -174431.881, -26307.683
Calculated HOMO energy (eV), listed in the same order as above: -11.364, -5.197, -3.115
Calculated energy above the lowest of the compared OMol25 structures with the same formula, charge and spin (kcal per mole), listed in the same order as above: 22.07, 12.24, 0.00